[1]
C7H10 | ωB97M-V/def2-TZVPD

The geometry in XYZ format:
```
17
Properties=species:S:1:pos:R:3:forces:R:3
C -0.469713 -1.260946 1.050139 -0.067 -0.235 0.056
C 0.302749 -1.006166 -0.256843 0.082 -0.079 -0.106
C -0.861399 -0.550762 -1.138787 -0.071 0.062 -0.048
C -1.572479 0.441143 -0.228026 0.284 -0.333 0.128
C 1.047862 1.574706 -0.488902 0.012 0.013 -0.027
C 0.719263 0.354650 0.362991 0.156 0.115 -0.079
C -0.721608 0.280784 0.989185 -0.279 0.307 0.140
H -1.346588 -1.916794 1.006532 0.163 0.085 0.003
H 0.161391 -1.526362 1.903504 -0.055 0.100 -0.129
H 1.033168 -1.720156 -0.646633 -0.125 0.149 0.036
H -1.577425 -1.347759 -1.385625 0.056 0.073 0.036
H -0.584490 -0.089208 -2.094742 -0.119 -0.031 0.144
H 0.226224 1.818634 -1.169807 0.185 -0.004 0.052
H 1.954800 1.433008 -1.086405 -0.068 -0.012 0.135
H 1.191820 2.449858 0.153700 0.029 -0.121 -0.085
H 1.471047 0.206341 1.149432 -0.181 0.019 -0.094
H -0.974623 0.859028 1.880286 -0.002 -0.109 -0.162
```
Forces are in eV/Å.

ΔE to the lowest compared entry with this formula, charge and spin (eV): 4.1875
E_HOMO (eV): -8.3
Gap between HOMO and LUMO (eV): 8.580
LUMO level (eV): 0.3
Net charge: 0

Löwdin population analysis, charges in e, atoms 1 to 4: number 1, C, carries -0.097; number 2, C, carries -0.253; number 3, C, carries -0.221; number 4, C, carries 0.115

***

[2]
C7H10 | ωB97M-V/def2-TZVPD

The geometry in XYZ format:
```
17
Properties=species:S:1:pos:R:3:forces:R:3
C -0.889055 1.872138 -0.198529 0.527 -0.234 1.135
C -0.046288 0.838214 -0.234924 -1.404 0.945 0.354
C 1.399150 1.063288 0.192420 -0.835 -2.609 0.264
C 1.920716 -0.386554 0.031288 -1.399 -0.447 -1.095
C 0.933600 -1.291717 -0.254312 0.302 4.568 -0.043
C -0.442861 -0.614874 -0.574635 2.277 -0.442 0.664
C -1.532958 -1.203278 0.285751 -0.047 -2.688 0.063
H -1.931897 1.748392 -0.391610 -0.548 0.083 -0.330
H -0.577623 2.787352 0.339488 -0.192 -0.321 -0.813
H 1.545402 1.299945 1.250784 -0.467 0.098 0.084
H 1.705537 1.934968 -0.335639 1.229 0.165 -0.837
H 2.954854 -0.668004 0.120779 0.217 -0.053 0.391
H 1.053064 -2.306304 -0.223021 0.387 -2.506 -0.194
H -0.718599 -0.819084 -1.608839 0.261 0.475 -0.278
H -1.185251 -1.229977 1.301550 -0.032 0.274 0.723
H -1.731250 -2.357594 0.069015 0.351 2.433 -0.001
H -2.456538 -0.666914 0.230430 -0.628 0.258 -0.088
```
Forces are in eV/Å.

ΔE to the lowest compared entry with this formula, charge and spin (eV): 1.8055
E_HOMO (eV): -9.0
Gap between HOMO and LUMO (eV): 10.095
LUMO level (eV): 1.1
Net charge: 0

Löwdin population analysis, charges in e, atoms 1 to 4: number 1, C, carries 0.042; number 2, C, carries -0.274; number 3, C, carries -0.136; number 4, C, carries -0.057

***

[3]
C7H10 | ωB97M-V/def2-TZVPD

The geometry in XYZ format:
```
17
Properties=species:S:1:pos:R:3:forces:R:3
C -2.014471 -0.486624 -1.759568 -0.176 -0.042 -0.103
C -0.648885 0.144719 -1.488325 0.020 -0.189 0.069
C -0.213741 -0.247339 -0.139389 0.247 0.051 -0.328
C 1.249914 -0.382064 0.050198 -0.078 -0.010 -0.048
C 1.623086 0.659806 1.135837 0.070 0.072 0.117
C 0.777432 0.467101 2.318196 -0.163 -0.141 0.487
C 0.066846 0.176027 3.243800 0.308 0.108 -0.273
H -1.928636 -1.572610 -1.652075 -0.094 0.139 -0.118
H -2.392206 -0.264678 -2.760467 0.029 0.019 0.074
H -2.727585 -0.145702 -1.003998 0.067 -0.048 -0.176
H 0.077897 -0.010889 -2.306352 -0.082 -0.043 0.098
H -0.760670 1.244129 -1.382174 0.036 -0.165 0.069
H 1.417901 -1.375280 0.493233 -0.051 0.130 -0.062
H 1.897735 -0.279049 -0.839242 -0.131 0.102 0.132
H 1.506306 1.668250 0.719094 -0.033 -0.139 0.186
H 2.677466 0.551101 1.408025 -0.104 0.007 -0.056
H -0.597817 -0.120381 4.024080 0.134 0.147 -0.068
```
Forces are in eV/Å.

ΔE to the lowest compared entry with this formula, charge and spin (eV): 5.5431
E_HOMO (eV): -8.0
Gap between HOMO and LUMO (eV): 8.137
LUMO level (eV): 0.1
Net charge: 0

Löwdin population analysis, charges in e, atoms 1 to 4: number 1, C, carries -0.128; number 2, C, carries -0.315; number 3, C, carries 0.037; number 4, C, carries -0.251